1.
{
  "formula": "C4H7N3O",
  "method": "ωB97M-V with the def2-TZVPD basis set",
  "homo_energy_ev": -8.22,
  "smiles": "C=NN/C(N)=C/C=O",
  "gap_ev": 8.8230,
  "elements": ["C", "C", "C", "C", "H", "H", "H", "H", "H", "H", "H", "N", "N", "N", "O"],
  "positions_angstrom": [[0.274, -0.488, 0.007], [0.597, 3.042, -0.213], [-1.121, -0.786, -0.067], [-1.871, -2.072, -0.210], [0.772, -2.351, 0.597], [2.000, -1.659, -0.325], [1.616, 1.005, 0.624], [0.084, 3.954, -0.593], [1.425, 3.399, 0.506], [-1.720, 0.041, 0.306], [-1.183, -3.076, -0.116], [1.125, -1.507, 0.251], [0.871, 0.747, -0.062], [0.180, 1.875, -0.511], [-3.050, -2.122, -0.194]],
  "forces_ev_per_a": [[-3.758, -1.788, -0.201], [0.475, 1.029, 0.940], [1.727, 1.417, 0.676], [4.556, -0.241, 1.350], [-0.800, -0.971, 0.357], [-1.521, 0.668, 0.994], [-0.690, -0.944, -0.714], [-0.011, -1.195, -0.084], [-0.754, -1.374, -0.920], [-0.346, 0.015, -0.790], [-1.324, 1.640, -0.682], [3.695, -0.013, -1.345], [0.593, 2.349, 0.758], [0.202, -0.193, -0.038], [-2.046, -0.399, -0.302]]
}

---

2.
{
  "formula": "C5H8N2",
  "method": "ωB97M-V with the def2-TZVPD basis set",
  "charge": 2,
  "homo_energy_ev": [-19.74, -19.74],
  "gap_ev": [7.7835, 7.7817],
  "elements": ["C", "C", "C", "C", "C", "N", "N", "H", "H", "H", "H", "H", "H", "H", "H"],
  "positions_angstrom": [[-0.196, 0.516, 1.707], [-1.914, -0.435, -0.295], [1.288, -0.260, -0.168], [0.303, 0.376, -1.173], [1.077, -0.135, 1.218], [-1.066, -0.288, -1.228], [-1.327, 0.151, 1.322], [-0.230, 0.948, 2.670], [-2.951, -0.567, -0.162], [1.603, -1.148, -0.656], [2.426, -0.008, -0.144], [0.053, 1.412, -0.729], [0.575, 0.457, -2.226], [1.751, -0.502, 2.006], [-1.392, -0.519, -2.144]],
  "forces_ev_per_a": [[2.146, -1.531, -0.260], [5.249, 2.519, 4.321], [0.432, 0.381, -0.827], [-1.122, 2.301, 1.855], [-1.787, 0.536, -0.115], [-0.512, -0.300, 0.950], [-3.699, -0.971, -4.029], [0.374, 0.791, 1.205], [-1.276, -0.820, -0.445], [0.505, -2.176, 0.342], [-0.934, 0.832, -0.520], [0.345, -1.254, -1.200], [0.610, -0.068, 0.384], [-0.028, -0.092, -0.433], [-0.304, -0.150, -1.228]]
}

---

3.
{
  "formula": "C3H2O3",
  "method": "ωB97M-V with the def2-TZVPD basis set",
  "homo_energy_ev": -9.82,
  "smiles": "O=CC(=O)C=O",
  "gap_ev": 8.2053,
  "elements": ["O", "C", "C", "O", "C", "O", "H", "H"],
  "positions_angstrom": [[-2.078, 0.629, 0.906], [-0.910, 0.375, 0.776], [-0.191, 0.320, -0.589], [-0.523, 0.888, -1.599], [1.041, -0.564, -0.430], [1.622, -0.536, 0.631], [-0.213, 0.088, 1.586], [1.314, -1.258, -1.239]],
  "forces_ev_per_a": [[0.615, -0.069, -0.161], [-0.490, 0.227, 0.136], [-0.298, 0.252, -0.255], [0.260, -0.464, 0.638], [0.289, -0.194, 0.377], [0.066, -0.075, -0.745], [-0.552, 0.181, 0.182], [0.110, 0.141, -0.173]]
}

---

4.
{
  "formula": "C23H33Cl2N4O4Sc",
  "method": "ωB97M-V with the def2-TZVPD basis set",
  "homo_energy_ev": -5.04,
  "gap_ev": 4.8217,
  "elements": ["O", "C", "C", "C", "H", "C", "H", "C", "H", "C", "H", "C", "H", "H", "C", "C", "H", "H", "H", "C", "C", "H", "H", "H", "H", "Sc", "Cl", "Cl", "H", "H", "C", "C", "N", "H", "C", "O", "H", "H", "H", "H", "H", "H", "C", "C", "N", "H", "C", "O", "H", "H", "H", "H", "N", "C", "O", "C", "C", "C", "C", "N", "C", "H", "H", "H", "H", "H", "H"],
  "positions_angstrom": [[-1.335, 2.447, -2.886], [-0.913, 3.283, -2.082], [0.475, 3.820, -1.983], [1.595, 3.007, -2.274], [1.501, 1.918, -2.170], [2.793, 3.607, -2.671], [3.634, 2.987, -2.993], [2.902, 5.008, -2.653], [3.753, 5.472, -3.157], [1.897, 5.789, -2.056], [2.035, 6.877, -1.926], [0.693, 5.172, -1.663], [-0.097, 5.740, -1.162], [-1.518, 3.496, -1.167], [-0.841, 1.847, 2.370], [0.509, 1.247, 2.106], [-0.760, 2.887, 2.738], [-1.469, 1.276, 3.058], [-1.407, 1.981, 1.427], [1.568, 2.075, 1.949], [2.263, 2.897, 2.991], [2.108, 2.181, 0.991], [2.395, 3.919, 2.605], [3.263, 2.473, 3.180], [1.651, 2.933, 3.900], [0.468, -0.465, 0.773], [2.550, 0.063, -0.272], [1.172, -0.815, 3.099], [0.167, 0.250, -5.584], [1.330, -1.735, -4.788], [0.389, 0.662, -4.589], [1.263, -1.494, -3.720], [0.314, -0.389, -3.575], [-0.333, 1.457, -4.357], [-0.369, -0.231, -2.437], [-0.103, -0.877, -1.386], [0.896, -2.362, -3.165], [-1.220, 0.470, -2.499], [1.407, 1.093, -4.618], [2.261, -1.200, -3.353], [-4.700, -2.100, 2.008], [-5.516, -1.090, -0.363], [-4.176, -1.146, 2.130], [-4.899, -0.223, -0.093], [-3.829, -0.605, 0.819], [-3.262, -1.289, 2.707], [-2.577, -0.428, 0.425], [-1.576, -0.691, 1.160], [-4.414, 0.176, -0.992], [-2.448, -0.010, -0.592], [-4.851, -0.447, 2.637], [-5.533, 0.553, 0.356], [0.665, -6.005, 4.562], [0.157, -4.869, 4.013], [-0.441, -4.047, 4.701], [0.400, -4.646, 2.551], [1.092, -5.517, 1.699], [1.457, -5.080, 0.425], [1.184, -3.752, 0.037], [0.569, -2.902, 0.876], [0.047, -3.389, 2.019], [0.493, -6.198, 5.536], [1.102, -6.735, 4.033], [1.329, -6.539, 1.997], [1.953, -5.748, -0.281], [1.456, -3.359, -0.951], [-0.568, -2.683, 2.579]],
  "forces_ev_per_a": [[0.641, 1.932, 0.924], [0.109, -1.667, 1.402], [0.476, -0.073, -0.303], [-0.237, 0.221, -0.579], [0.095, 0.416, -0.394], [-0.332, 0.116, 0.440], [-0.316, 0.247, 0.181], [-0.414, -0.113, -0.140], [-0.116, -0.024, 0.519], [-0.028, -0.233, 0.083], [-0.112, -0.799, -0.067], [0.127, 0.076, -0.513], [0.183, -0.055, -0.455], [-0.277, 0.504, -0.644], [-0.251, 0.417, 1.763], [-0.678, 2.295, -3.941], [-0.042, -0.269, 0.270], [-0.294, -0.045, 0.085], [0.210, -0.309, 0.171], [0.736, 0.532, -0.429], [-0.937, 0.746, -0.134], [0.278, -1.111, 0.677], [0.228, 0.046, 0.278], [-0.405, 0.092, 0.160], [0.383, 0.045, 0.157], [1.465, -0.252, 0.698], [0.487, -0.298, -0.743], [0.176, -1.592, 0.706], [0.071, 0.015, 0.281], [-0.043, 0.022, 0.253], [-0.364, 0.065, -0.419], [0.272, 0.288, 0.152], [0.110, -0.049, 0.133], [0.432, -0.380, -0.117], [0.524, -0.839, 0.728], [-1.053, 0.685, -1.347], [0.151, 0.218, -0.078], [0.591, -0.135, 0.086], [-0.397, -0.197, 0.146], [-0.353, -0.193, -0.021], [0.129, 0.108, 0.004], [0.139, 0.199, 0.095], [-0.014, 0.039, -0.106], [0.060, -0.002, -0.052], [-0.050, 0.135, -0.389], [-0.166, 0.053, -0.044], [1.522, -0.380, 1.500], [-2.404, 0.164, -1.448], [-0.410, -0.046, 0.108], [-0.063, -0.200, 0.430], [0.205, -0.086, -0.026], [0.159, -0.202, -0.096], [0.082, -0.331, -0.007], [-0.891, 0.529, 0.811], [0.407, -0.718, -0.782], [0.093, 0.435, -0.864], [-0.035, 0.381, -0.088], [-0.267, 0.404, -0.432], [0.124, -0.441, 0.854], [-1.041, -0.884, -0.443], [0.950, 0.163, 0.367], [-0.063, 0.262, -0.105], [0.040, 0.101, -0.117], [0.070, 0.321, -0.051], [-0.142, 0.179, 0.264], [0.111, -0.110, 0.562], [0.360, -0.417, 0.088]]
}

---

5.
{
  "formula": "C11H16BF2IN3OPtS4Sb",
  "method": "ωB97M-V with the def2-TZVPD basis set",
  "charge": -2,
  "multiplicity": 3,
  "homo_energy_ev": [0.02, -1.98],
  "gap_ev": [3.9495, 5.9397],
  "elements": ["Pt", "S", "Sb", "S", "S", "S", "C", "N", "C", "C", "C", "N", "C", "C", "O", "H", "H", "H", "H", "H", "H", "H", "H", "H", "H", "H", "H", "F", "B", "F", "I", "C", "C", "C", "C", "C", "N", "H", "H", "H", "H"],
  "positions_angstrom": [[0.989, 0.249, -0.177], [5.590, 2.133, 1.139], [4.081, 1.814, -0.515], [3.311, -0.401, -0.786], [1.715, 2.453, 0.194], [4.340, 2.981, -2.444], [-1.475, -1.135, 2.762], [-2.650, -1.708, 2.134], [-2.998, -3.045, 2.559], [-3.945, -3.725, 1.590], [-5.034, -2.761, 1.171], [-4.436, -1.570, 0.621], [-5.277, -0.753, -0.219], [-3.351, -0.957, 1.232], [-3.041, 0.191, 0.958], [-0.600, -1.753, 2.549], [-1.614, -1.075, 3.849], [-1.307, -0.138, 2.372], [-3.445, -3.009, 3.567], [-2.074, -3.626, 2.634], [-4.375, -4.612, 2.061], [-3.387, -4.038, 0.709], [-5.699, -2.526, 2.019], [-5.659, -3.214, 0.395], [-5.620, -1.344, -1.072], [-4.696, 0.091, -0.578], [-6.157, -0.377, 0.322], [2.309, 0.757, 2.438], [1.328, 1.288, 1.674], [0.214, 1.637, 2.389], [-1.630, -0.843, -2.376], [-0.845, -2.142, -0.919], [-1.381, -3.391, -0.810], [-0.794, -4.335, 0.068], [0.423, -3.931, 0.688], [0.916, -2.678, 0.498], [0.272, -1.704, -0.253], [-2.239, -3.641, -1.420], [-1.211, -5.323, 0.204], [0.997, -4.621, 1.296], [1.855, -2.358, 0.931]],
  "forces_ev_per_a": [[0.163, -0.017, -0.011], [-0.015, 0.011, 0.024], [-0.093, 0.080, -0.043], [-0.084, -0.010, 0.024], [0.055, -0.104, 0.012], [0.010, -0.021, 0.020], [0.004, 0.050, 0.016], [-0.023, -0.003, -0.028], [-0.020, -0.064, 0.013], [-0.006, -0.014, 0.057], [0.024, -0.044, -0.028], [-0.105, -0.042, -0.030], [0.011, 0.017, -0.010], [0.134, 0.021, 0.084], [-0.064, 0.067, -0.048], [-0.003, 0.001, 0.005], [-0.011, -0.010, -0.007], [0.009, -0.010, -0.001], [0.005, 0.006, -0.021], [-0.009, 0.004, -0.018], [-0.002, -0.005, -0.007], [-0.002, 0.013, 0.012], [0.012, 0.010, 0.015], [-0.010, 0.010, 0.002], [-0.013, 0.001, -0.003], [-0.009, -0.011, 0.002], [0.004, 0.016, 0.001], [-0.019, -0.020, 0.035], [0.048, 0.073, -0.099], [-0.004, -0.033, 0.014], [0.019, 0.033, 0.072], [0.025, 0.036, -0.054], [0.057, -0.021, 0.045], [0.043, 0.014, 0.018], [-0.067, -0.039, -0.057], [0.035, 0.073, 0.026], [-0.088, -0.048, -0.023], [-0.012, -0.016, -0.002], [0.000, 0.004, -0.017], [-0.001, 0.002, 0.013], [0.000, -0.008, -0.002]]
}

---

6.
{
  "formula": "C2H3NO2S",
  "method": "ωB97M-V with the def2-TZVPD basis set",
  "homo_energy_ev": -9.84,
  "gap_ev": 9.2841,
  "elements": ["C", "C", "H", "H", "H", "N", "O", "O", "S"],
  "positions_angstrom": [[0.718, 0.640, 0.001], [-0.119, -0.879, -1.540], [-1.162, 0.220, 1.344], [1.360, 0.748, -0.925], [0.805, -0.564, -2.031], [-0.021, -0.561, -0.170], [-0.981, -0.866, 0.794], [-0.967, -1.614, -2.000], [0.696, 1.550, 1.356]],
  "forces_ev_per_a": [[0.216, -1.807, -0.264], [-1.861, -2.940, 0.299], [1.217, -3.898, -2.084], [-0.586, 0.524, 1.454], [-0.149, 0.176, -0.456], [0.487, 3.063, 0.955], [-0.043, 3.877, 0.580], [1.137, 1.382, 0.297], [-0.418, -0.378, -0.780]]
}

---

In the order shown, the computed M values come out to 113.12, 96.13, 86.05, 545.40, 827.09, 105.12 g mol⁻¹.